[1]
{
  "formula": "C12H10BN10O2PtS",
  "method": "ωB97M-V/def2-TZVPD",
  "species": ["Pt", "C", "C", "N", "N", "C", "B", "N", "C", "C", "C", "N", "N", "C", "C", "C", "N", "H", "H", "H", "H", "H", "H", "H", "H", "H", "H", "O", "N", "C", "C", "N", "C", "N", "O", "S", "N"],
  "coordinates": [[1.17, 0.04, 0.65], [-2.65, -2.23, 1.63], [-1.41, -1.78, 2.12], [-0.56, -1.56, 1.12], [-1.22, -1.85, -0.02], [-2.47, -2.26, 0.26], [-0.58, -1.73, -1.43], [-0.72, -0.31, -2.00], [-1.68, 0.15, -2.83], [-1.44, 1.48, -3.08], [-0.28, 1.76, -2.34], [0.15, 0.68, -1.70], [0.90, -2.14, -1.35], [1.53, -3.10, -2.04], [2.87, -3.08, -1.70], [2.97, -2.05, -0.76], [1.78, -1.49, -0.56], [-3.53, -2.49, 2.19], [-1.10, -1.62, 3.14], [-3.14, -2.54, -0.53], [-1.15, -2.49, -2.17], [-2.46, -0.51, -3.18], [-2.02, 2.16, -3.69], [0.26, 2.69, -2.22], [0.98, -3.72, -2.73], [3.65, -3.72, -2.06], [3.82, -1.68, -0.22], [0.96, 3.13, 0.36], [0.86, 2.88, 1.57], [0.83, 3.92, 2.46], [0.71, 5.22, 1.92], [0.58, 6.29, 1.52], [1.17, 3.75, 3.82], [1.49, 3.63, 4.92], [-1.16, 1.83, 3.61], [0.10, 1.10, 3.37], [0.82, 1.61, 1.94]],
  "total_charge": -1,
  "s_squared": 2.01,
  "gap_ev": [7.0, 6.8],
  "lumo_energy_ev": [2.649, 1.811],
  "multiplicity": 3,
  "homo_ev": [-4.392, -4.949]
}

***

[2]
{
  "formula": "C12H10BrF5Tc",
  "method": "ωB97M-V/def2-TZVPD",
  "species": ["C", "C", "C", "H", "C", "C", "H", "H", "H", "H", "Tc", "Br", "C", "C", "C", "H", "C", "C", "H", "H", "H", "H", "F", "C", "F", "C", "F", "F", "F"],
  "coordinates": [[-2.00, -0.44, -0.52], [-1.81, -0.93, 0.82], [-1.51, 0.20, 1.64], [-2.11, -1.93, 1.10], [-1.32, 1.35, 0.83], [-1.65, 0.95, -0.51], [-1.85, 1.69, -1.29], [-2.31, -0.98, -1.41], [-1.58, 0.19, 2.72], [-1.02, 2.33, 1.17], [0.11, -0.23, -0.27], [0.31, -2.60, -0.75], [1.88, 1.10, -1.63], [0.81, 1.87, -2.18], [-0.14, 0.98, -2.79], [0.81, 2.95, -2.42], [0.30, -0.35, -2.61], [1.59, -0.30, -1.89], [2.38, -1.09, -2.07], [2.89, 1.56, -1.48], [-0.92, 1.31, -3.51], [-0.06, -1.17, -3.29], [0.69, -2.44, 2.05], [0.99, -1.10, 1.82], [2.35, -1.00, 1.60], [0.82, -0.61, 3.35], [-0.34, -0.97, 3.96], [1.84, -1.06, 4.15], [0.88, 0.74, 3.42]],
  "total_charge": 0,
  "s_squared": 3.80,
  "gap_ev": [5.9, 6.4],
  "lumo_energy_ev": [-1.014, -2.004],
  "multiplicity": 4,
  "homo_ev": [-6.865, -8.427]
}

***

[3]
{
  "formula": "C12H10Cl4O2Sn",
  "method": "ωB97M-V/def2-TZVPD",
  "species": ["C", "C", "C", "H", "C", "C", "H", "H", "H", "H", "Sn", "Cl", "C", "C", "C", "H", "C", "C", "H", "H", "H", "H", "Cl", "C", "Cl", "Cl", "C", "O", "O"],
  "coordinates": [[-2.15, -1.32, -0.32], [-1.63, -1.48, -1.65], [-1.48, -0.21, -2.23], [-1.45, -2.44, -2.14], [-1.91, 0.78, -1.31], [-2.34, 0.13, -0.11], [-2.90, 0.57, 0.70], [-2.54, -2.10, 0.33], [-1.14, -0.01, -3.25], [-1.98, 1.85, -1.50], [-0.25, -0.64, 0.87], [0.37, -2.90, 1.27], [2.43, -0.22, -0.02], [2.16, 1.04, -0.67], [1.79, 0.77, -2.01], [2.25, 2.01, -0.21], [1.84, -0.65, -2.21], [2.25, -1.26, -1.00], [2.42, -2.32, -0.82], [2.80, -0.35, 1.00], [1.51, 1.50, -2.74], [1.61, -1.17, -3.13], [-0.47, 1.43, 5.08], [-0.21, 0.84, 3.48], [1.35, -0.03, 3.36], [-1.58, -0.35, 3.03], [-0.25, 1.95, 2.38], [-0.47, 3.12, 2.65], [-0.04, 1.48, 1.17]],
  "total_charge": 0,
  "gap_ev": [5.9, 5.6],
  "lumo_energy_ev": [-2.021, -2.205],
  "homo_ev": [-7.929, -7.788]
}

***

[4]
{
  "formula": "C12H10F3N2STe4V",
  "method": "ωB97M-V/def2-TZVPD",
  "species": ["V", "Te", "Te", "Te", "Te", "F", "C", "F", "F", "C", "C", "C", "C", "N", "C", "S", "H", "H", "H", "N", "C", "C", "C", "C", "C", "C", "H", "H", "H", "H", "H", "H", "H"],
  "coordinates": [[1.02, -1.10, -0.39], [3.92, 3.52, -3.25], [4.25, 6.03, -2.44], [1.53, 2.84, -2.07], [2.46, 0.29, -2.20], [-2.44, 0.45, -1.86], [-2.94, 0.88, -0.69], [-3.27, -0.26, 0.01], [-4.12, 1.49, -0.96], [-2.02, 1.75, 0.07], [-2.35, 2.90, 0.70], [-1.19, 3.37, 1.45], [-0.18, 2.48, 1.30], [0.05, 0.40, 0.00], [-0.63, 1.40, 0.41], [0.76, -1.09, -2.92], [-3.31, 3.40, 0.66], [-1.17, 4.30, 2.01], [0.83, 2.55, 1.69], [-1.70, -2.80, 0.69], [-0.31, -2.69, 0.67], [0.46, -3.28, -0.35], [1.89, -3.24, -0.32], [2.53, -2.54, 0.70], [1.77, -1.78, 1.60], [0.35, -1.81, 1.56], [-2.09, -3.03, -0.21], [-2.16, -1.99, 1.07], [-0.04, -3.81, -1.15], [2.45, -3.76, -1.08], [3.61, -2.50, 0.72], [2.27, -1.15, 2.33], [-0.23, -1.23, 2.26]],
  "total_charge": -1,
  "s_squared": 0.85,
  "gap_ev": [4.7, 4.2],
  "lumo_energy_ev": [1.759, 1.242],
  "multiplicity": 2,
  "homo_ev": [-2.950, -2.948]
}

***

[5]
{
  "formula": "C12H10HgO3S",
  "method": "ωB97M-V/def2-TZVPD",
  "species": ["Hg", "O", "O", "O", "S", "C", "C", "C", "C", "C", "C", "C", "C", "C", "C", "C", "C", "H", "H", "H", "H", "H", "H", "H", "H", "H", "H"],
  "coordinates": [[0.34, -0.33, -0.09], [-0.19, 1.50, 1.68], [-0.79, 1.28, 2.69], [-1.10, 0.88, -1.44], [-1.98, 2.09, -1.10], [-2.55, 2.70, -2.67], [-1.84, 2.39, -3.82], [-2.29, 2.91, -5.02], [-3.44, 3.69, -5.06], [-4.14, 3.98, -3.89], [-3.70, 3.47, -2.68], [-0.86, 3.41, -0.69], [0.49, 3.29, -0.98], [1.34, 4.36, -0.69], [0.83, 5.51, -0.11], [-0.52, 5.61, 0.19], [-1.37, 4.55, -0.09], [-0.96, 1.77, -3.77], [-1.76, 2.69, -5.94], [-3.81, 4.06, -6.01], [-5.03, 4.58, -3.93], [-4.25, 3.66, -1.77], [0.87, 2.40, -1.45], [2.39, 4.29, -0.94], [1.50, 6.32, 0.14], [-0.91, 6.51, 0.65], [-2.43, 4.62, 0.16]],
  "total_charge": 1,
  "s_squared": 1.70,
  "gap_ev": [5.7, 7.9],
  "lumo_energy_ev": [-6.946, -4.741],
  "multiplicity": 2,
  "homo_ev": [-12.603, -12.614]
}

***

[6]
{
  "formula": "C12H10N2",
  "method": "ωB97M-V/def2-TZVPD",
  "species": ["C", "C", "C", "C", "C", "C", "C", "C", "C", "C", "C", "N", "C", "N", "H", "H", "H", "H", "H", "H", "H", "H", "H", "H"],
  "coordinates": [[2.43, 2.09, 0.66], [1.42, 1.56, 0.02], [0.79, 0.28, 0.36], [-0.70, 0.01, 0.06], [-1.44, -0.33, 1.21], [-2.78, -0.57, 1.05], [-3.48, -0.24, -0.15], [-2.69, 0.26, -1.19], [-1.33, 0.34, -1.13], [1.65, -1.06, -0.62], [3.05, -0.84, -0.51], [4.17, -0.56, -0.31], [1.28, -2.34, -0.10], [1.16, -3.41, 0.24], [2.89, 2.90, 0.29], [2.96, 1.65, 1.60], [1.06, 1.98, -0.88], [0.99, 0.12, 1.34], [-0.95, -0.60, 2.12], [-3.44, -1.17, 1.75], [-4.56, -0.36, -0.04], [-3.03, 0.36, -2.30], [-0.60, 0.51, -1.98], [1.14, -0.60, -1.48]],
  "total_charge": 0,
  "gap_ev": 9.8,
  "lumo_energy_ev": 0.113,
  "smiles": "C=C[C@@H](c1ccccc1)C(C#N)C#N",
  "homo_ev": -9.650
}

***

[7]
{
  "formula": "C12H11BrCl2O2Ru",
  "method": "ωB97M-V/def2-TZVPD",
  "species": ["C", "C", "C", "H", "C", "C", "H", "H", "H", "H", "Ru", "Br", "C", "C", "C", "H", "C", "C", "H", "H", "H", "H", "Cl", "C", "Cl", "C", "O", "O", "H"],
  "coordinates": [[1.43, 1.25, -1.36], [1.53, 1.93, -0.10], [2.37, 1.04, 0.72], [1.42, 3.00, 0.08], [2.14, -0.30, 0.18], [1.83, -0.06, -1.20], [1.99, -0.79, -2.00], [1.18, 1.77, -2.29], [3.09, 1.36, 1.47], [2.49, -1.23, 0.60], [0.59, 0.87, 1.62], [-0.60, 2.73, 2.46], [-2.05, -1.29, -0.32], [-1.92, -1.88, -1.65], [-1.58, -0.83, -2.55], [-1.93, -2.96, -1.88], [-1.56, 0.40, -1.79], [-1.67, 0.08, -0.41], [-1.67, 0.82, 0.48], [-2.27, -1.76, 0.64], [-1.27, -0.95, -3.62], [-1.40, 1.43, -2.16], [-0.27, -2.03, 5.29], [-0.09, -2.77, 3.70], [-1.66, -3.31, 3.01], [0.60, -1.72, 2.78], [1.79, -1.60, 2.94], [-0.17, -0.99, 2.00], [0.52, -3.66, 3.83]],
  "total_charge": 0,
  "s_squared": 6.09,
  "gap_ev": [6.4, 6.5],
  "lumo_energy_ev": [-1.767, -1.873],
  "multiplicity": 5,
  "homo_ev": [-8.161, -8.353]
}

***

[8]
{
  "formula": "C12H11BrCl2O2Tl",
  "method": "ωB97M-V/def2-TZVPD",
  "species": ["C", "C", "C", "H", "C", "C", "H", "H", "H", "H", "Tl", "Br", "C", "C", "C", "H", "C", "C", "H", "H", "H", "H", "Cl", "C", "Cl", "C", "O", "O", "H"],
  "coordinates": [[-0.06, 2.73, 1.11], [-0.09, 1.81, 2.18], [1.10, 0.99, 2.10], [-0.87, 1.70, 2.91], [1.83, 1.43, 0.93], [1.11, 2.50, 0.34], [1.33, 2.96, -0.61], [-0.88, 3.40, 0.84], [1.43, 0.28, 2.83], [2.78, 1.03, 0.62], [-0.18, -0.88, 0.77], [-1.71, -1.81, 2.62], [-1.61, -0.91, -1.62], [-1.03, 0.20, -2.32], [-1.67, 1.38, -1.91], [-0.20, 0.14, -3.02], [-2.67, 1.05, -0.96], [-2.66, -0.36, -0.79], [-3.33, -0.94, -0.17], [-1.43, -1.95, -1.80], [-1.31, 2.39, -2.14], [-3.19, 1.75, -0.32], [2.10, -2.43, 1.80], [1.81, -3.16, 0.17], [0.13, -3.73, -0.16], [2.18, -2.09, -0.92], [3.11, -2.46, -1.64], [1.49, -1.01, -0.91], [2.49, -4.01, 0.06]],
  "total_charge": -1,
  "gap_ev": 5.5,
  "lumo_energy_ev": 1.063,
  "homo_ev": -4.463
}

***

[9]
{
  "formula": "C12H11BrN2O7V",
  "method": "ωB97M-V/def2-TZVPD",
  "species": ["V", "O", "C", "O", "C", "O", "C", "C", "O", "O", "H", "H", "H", "H", "H", "Br", "C", "C", "C", "C", "C", "N", "C", "O", "O", "H", "H", "H", "C", "C", "N", "H", "H", "H"],
  "coordinates": [[-1.17, -0.49, -0.64], [2.82, -0.21, 0.65], [1.57, -0.31, 0.93], [0.68, -0.27, 0.08], [1.37, -0.47, 2.42], [-0.02, -0.44, 2.72], [-0.37, -0.92, 3.97], [-0.32, 0.19, 5.02], [-0.30, 1.02, 5.75], [-2.14, -1.18, 0.31], [3.01, -0.11, -0.30], [1.91, 0.35, 2.91], [1.83, -1.41, 2.71], [0.26, -1.72, 4.37], [-1.42, -1.24, 3.98], [0.50, -3.49, 0.49], [0.09, -3.28, -1.33], [0.46, -4.30, -2.20], [0.08, -4.22, -3.53], [-0.69, -3.14, -3.95], [-1.00, -2.18, -3.03], [-0.59, -2.20, -1.74], [-1.87, -1.01, -3.35], [-2.41, -0.72, -4.34], [-1.92, -0.24, -2.17], [1.02, -5.14, -1.83], [0.36, -5.00, -4.22], [-1.05, -3.05, -4.97], [-2.05, 4.03, -0.46], [-1.67, 2.64, -0.34], [-1.39, 1.53, -0.25], [-2.87, 4.11, -1.18], [-1.19, 4.60, -0.82], [-2.37, 4.41, 0.51]],
  "total_charge": 3,
  "gap_ev": 6.8,
  "lumo_energy_ev": -12.167,
  "homo_ev": -18.982
}

***

[10]
{
  "formula": "C12H11Cl20N3",
  "method": "ωB97M-V/def2-TZVPD",
  "species": ["N", "C", "C", "C", "C", "N", "C", "C", "C", "N", "H", "H", "H", "H", "H", "H", "H", "H", "H", "H", "H", "Cl", "C", "Cl", "Cl", "Cl", "Cl", "C", "Cl", "Cl", "Cl", "Cl", "C", "Cl", "Cl", "Cl", "Cl", "C", "Cl", "Cl", "Cl", "Cl", "C", "Cl", "Cl", "Cl"],
  "coordinates": [[0.29, 1.77, 1.78], [-0.06, 3.03, 1.91], [-0.58, 4.56, 1.49], [-2.18, 4.80, 1.70], [-2.65, 4.45, 3.27], [-3.01, 4.37, 4.53], [-3.16, 3.97, 0.67], [-2.39, 3.22, -0.56], [-3.53, 2.62, -1.61], [-2.79, 1.73, -2.62], [-0.17, 4.89, 0.42], [-0.03, 5.28, 2.26], [-2.37, 5.96, 1.55], [-3.92, 4.74, 0.18], [-3.82, 3.25, 1.34], [-1.71, 3.93, -1.20], [-1.76, 2.27, -0.21], [-4.06, 3.47, -2.25], [-4.32, 1.92, -1.06], [-1.78, 2.07, -2.70], [-2.69, 0.79, -2.14], [2.30, -0.26, -0.68], [3.29, -0.39, 0.79], [4.69, -1.45, 0.48], [3.86, 1.23, 1.27], [2.30, -1.08, 2.11], [2.33, -4.68, 5.16], [0.74, -4.50, 4.37], [0.37, -2.76, 4.18], [0.79, -5.27, 2.77], [-0.52, -5.27, 5.37], [2.99, -5.61, 0.76], [4.32, -5.79, -0.41], [5.19, -4.24, -0.57], [5.44, -7.05, 0.15], [3.66, -6.25, -2.00], [0.84, 1.80, -3.67], [1.13, 0.31, -4.62], [0.26, -1.05, -3.88], [0.55, 0.55, -6.29], [2.88, -0.04, -4.64], [-0.55, -5.92, -0.98], [-0.15, -4.25, -1.47], [-1.59, -3.47, -2.16], [0.41, -3.33, -0.05], [1.14, -4.29, -2.70]],
  "total_charge": 0,
  "gap_ev": 9.4,
  "lumo_energy_ev": -0.182,
  "smiles": "N#CC[C@H](C#N)CCCN.ClC(Cl)(Cl)Cl.ClC(Cl)(Cl)Cl.ClC(Cl)(Cl)Cl.ClC(Cl)(Cl)Cl.ClC(Cl)(Cl)Cl",
  "homo_ev": -9.601
}

***

[11]
{
  "formula": "C12H11N3",
  "method": "ωB97M-V/def2-TZVPD",
  "species": ["C", "C", "C", "C", "C", "C", "C", "C", "C", "C", "C", "C", "N", "N", "N", "H", "H", "H", "H", "H", "H", "H", "H", "H", "H", "H"],
  "coordinates": [[0.49, 1.96, 0.98], [-3.40, -1.09, 0.44], [-2.32, -1.92, 0.70], [-3.31, 0.24, 0.27], [-1.07, -1.31, 0.73], [-2.06, 0.79, 0.22], [3.63, -0.73, 0.12], [2.86, 0.29, 0.60], [1.67, -1.23, -0.41], [-0.90, 0.04, 0.43], [0.83, 1.53, -1.92], [0.43, 0.64, 0.47], [0.46, 2.97, 1.53], [2.88, -1.65, -0.51], [1.56, -0.05, 0.31], [-4.37, -1.52, 0.46], [-2.41, -3.00, 0.66], [-4.30, 0.71, 0.31], [-0.25, -2.02, 0.70], [-2.11, 1.95, 0.17], [4.68, -0.88, 0.16], [3.34, 1.23, 0.73], [0.77, -1.65, -0.76], [1.75, 2.14, -1.68], [0.04, 2.03, -2.45], [1.11, 0.50, -2.24]],
  "total_charge": 0,
  "gap_ev": [7.6, 7.7],
  "lumo_energy_ev": [-0.281, -1.328],
  "homo_ev": [-7.867, -9.002]
}

***

[12]
{
  "formula": "C12H11N3O6",
  "method": "ωB97M-V/def2-TZVPD",
  "species": ["C", "C", "O", "N", "C", "C", "C", "O", "C", "C", "O", "C", "N", "O", "N", "C", "C", "O", "C", "C", "O", "H", "H", "H", "H", "H", "H", "H", "H", "H", "H", "H"],
  "coordinates": [[-0.35, 2.82, 3.00], [-0.21, 1.54, 2.14], [-1.18, 0.86, 2.31], [0.62, 1.56, 0.99], [0.85, 0.50, 0.14], [0.98, -0.75, 0.68], [1.29, -1.86, -0.10], [1.22, -3.01, 0.55], [0.06, -3.75, 0.79], [-1.34, -3.22, 0.50], [0.06, -4.80, 1.41], [1.49, -1.71, -1.48], [1.77, -2.61, -2.47], [2.03, -1.83, -3.65], [1.88, -0.44, -3.26], [1.50, -0.41, -2.02], [1.07, 0.66, -1.27], [0.90, 1.94, -1.76], [-0.32, 2.47, -1.88], [-1.67, 1.90, -1.53], [-0.41, 3.55, -2.22], [-1.17, 2.69, 3.71], [-0.68, 3.71, 2.38], [0.51, 2.96, 3.60], [1.29, 2.31, 0.98], [0.79, -0.89, 1.77], [-1.11, -3.07, -0.61], [-2.21, -3.87, 0.66], [-1.61, -2.33, 1.06], [-1.47, 0.82, -1.57], [-2.07, 2.20, -0.56], [-2.54, 2.08, -2.28]],
  "total_charge": 0,
  "gap_ev": 7.3,
  "lumo_energy_ev": -1.836,
  "smiles": "CC(=O)Nc1cc(OC(C)=O)c2nonc2c1OC(C)=O",
  "homo_ev": -9.136
}